1.
# C9H19Cl2NO3PTm

C9H19Cl2NO3PTm as an isolated structure (ωB97M-V/def2-TZVPD, the Open Molecules 2025 dataset).

```
36
Properties=species:S:1:pos:R:3:forces:R:3
Tm 0.6693 -1.2657 -0.2734 0.766 3.477 0.606
Cl 2.8251 -0.0885 -0.4538 -0.529 0.055 0.068
Cl 1.9090 -3.1822 -0.7534 -0.455 -2.068 -1.279
P -0.2425 1.1632 -1.4979 0.648 1.642 -1.753
O -1.4140 -2.0086 -1.4575 4.584 -4.092 -4.012
O 0.4309 -1.2838 1.7264 -0.245 0.311 0.565
O -3.1517 -0.2133 0.6142 3.338 0.484 -1.312
N 0.7585 -0.0997 3.6426 -0.140 0.184 -1.010
C -0.6642 -3.8299 -3.1141 1.230 -0.217 0.246
C 0.9433 2.5611 -1.5558 0.425 0.067 0.124
C -0.3381 0.8029 -3.3068 0.017 -0.260 0.368
C -0.7323 -2.7478 -2.1270 -4.843 1.712 2.615
C 0.5485 -0.0196 5.0655 -0.205 0.195 1.383
C 1.3956 1.0776 3.0362 0.425 0.531 -0.529
C -2.0673 -0.1408 0.2358 -3.964 -0.861 2.293
C 0.3105 -1.1171 2.9710 0.393 0.094 0.696
C -1.7280 2.2117 -1.4231 -0.718 0.103 0.434
H 0.6525 1.7472 2.5461 0.364 -0.601 0.256
H -0.1786 -1.9050 3.5216 -0.150 -0.179 0.425
H -1.6223 3.0446 -2.1475 -0.004 -0.535 0.388
H -0.2108 1.7569 -3.8243 -0.074 -0.283 -0.167
H 1.9584 2.1552 -1.5496 -0.103 0.320 -0.032
H 1.8397 1.6442 3.8688 -0.043 -0.217 -0.624
H 0.9032 -0.9143 5.5653 0.050 -0.111 0.037
H -0.1617 -4.7185 -2.6310 -0.515 0.802 -0.267
H -1.6954 -4.0401 -3.4595 0.254 0.233 0.251
H 0.4623 0.1190 -3.5882 0.091 0.024 -0.283
H 0.7769 3.1788 -2.4640 0.035 -0.430 0.574
H 0.7990 3.1985 -0.6679 0.143 -0.255 -0.282
H -1.3132 0.3698 -3.5523 0.128 0.044 -0.089
H 1.1180 0.8364 5.4367 -0.181 -0.372 0.078
H 2.1898 0.7965 2.3139 -0.576 0.077 0.402
H -0.0023 -3.5236 -3.9472 -0.231 -0.031 0.228
H -2.6425 1.6520 -1.6618 0.143 0.216 0.072
H -0.4991 0.1406 5.3262 0.030 0.000 -0.143
H -1.8264 2.6425 -0.4142 -0.090 -0.059 -0.326
```
Positions in Å, forces in eV/Å.

## Properties
- HOMO (alpha / beta) (eV) = -15.6 / -15.7
- 2S+1 = 3
- charge = +2
- expectation value of S² = 2.003



2.
# C9H19Cl6NO

A 4-piece molecular cluster, C9H19Cl6NO overall (ωB97M-V/def2-TZVPD, the Open Molecules 2025 dataset).

```
36
Properties=species:S:1:pos:R:3:forces:R:3
Cl 6.7336 6.4187 -14.4015 0.129 0.097 -0.111
Cl 3.4769 8.3822 -15.6714 -0.262 0.057 -0.096
Cl 5.4150 4.7622 -9.8391 -0.155 0.006 0.225
Cl 2.8837 7.4560 -12.5661 -0.211 -0.003 -0.019
Cl 7.8759 10.5764 -15.0061 -0.067 -0.113 0.143
Cl 6.1979 7.6499 -8.3514 -0.052 0.067 0.210
O 3.3134 3.5611 -13.7671 -0.305 -0.522 0.468
N 4.9229 2.5617 -12.5225 -1.048 -0.635 0.641
C 6.0371 3.1704 -13.1858 0.622 0.297 -0.013
C 7.5201 8.8593 -15.3871 0.153 0.033 -0.043
C 5.9142 6.2479 -10.6843 -0.055 -0.018 -0.435
C 5.2482 1.6114 -11.4589 -0.370 0.593 -0.121
C 2.4061 7.0015 -15.2272 0.515 0.088 0.179
C 6.9267 8.1757 -14.1667 -0.375 0.685 -0.261
C 5.5071 7.5286 -9.9744 0.306 -0.657 -0.597
C 3.6300 2.7672 -12.8910 1.244 0.083 -0.941
C 2.9280 6.3413 -13.9839 0.297 -0.206 0.522
H 6.7718 8.8896 -16.1738 0.141 -0.194 -0.139
H 1.3931 7.3592 -15.0665 0.046 0.192 -0.172
H 5.8333 0.7896 -11.8683 0.156 -0.051 0.209
H 5.9002 8.3596 -10.5565 -0.138 0.095 0.001
H 7.4927 8.3424 -13.2561 0.130 -0.034 -0.061
H 6.6743 2.3887 -13.6110 0.026 0.063 -0.023
H 5.9316 8.6118 -14.0833 -0.066 -0.278 0.456
H 2.3809 5.4376 -13.7198 -0.193 0.331 -0.094
H 2.9393 2.0603 -12.4079 -0.156 0.321 0.176
H 8.4522 8.4316 -15.7431 -0.071 -0.168 0.040
H 4.3409 1.2313 -10.9904 -0.116 -0.118 -0.307
H 4.4216 7.5621 -9.9562 0.001 0.200 0.333
H 3.9725 6.0445 -14.0283 -0.078 0.059 -0.440
H 6.9788 6.1355 -10.8744 0.074 0.279 0.231
H 2.4546 6.3281 -16.0782 -0.124 -0.153 0.100
H 5.4083 6.2223 -11.6497 -0.019 0.075 0.020
H 6.6389 3.7503 -12.4781 -0.019 -0.112 0.049
H 5.7455 3.8544 -13.9763 -0.392 -0.184 -0.013
H 5.7548 2.1453 -10.6554 0.432 -0.177 -0.118
```
Positions in Å, forces in eV/Å.

## Properties
- structure (SMILES) = CN(C)C=O.ClCCCl.ClCCCl.ClCCCl
- HOMO (eV) = -9.6
- charge = 0
- energy above the lowest of the compared OMol25 structures with the same formula, charge and spin (kcal/mol) = 0.0



3.
# C9H19Cl9NO7V

C9H19Cl9NO7V as an isolated structure (ωB97M-V/def2-TZVPD, the Open Molecules 2025 dataset).

```
46
Properties=species:S:1:pos:R:3:forces:R:3
V -3.1653 2.0786 1.6836 0.664 -1.129 -1.933
Cl 0.3894 1.5849 4.6941 -0.188 0.001 0.052
Cl 3.8754 3.0889 0.7594 -0.256 -0.504 0.056
Cl -4.2681 -0.7181 -4.6473 0.704 -0.047 0.362
Cl 4.5657 0.4909 4.5256 -0.379 0.024 0.083
Cl 1.7935 4.3293 -1.5720 -0.151 0.012 -0.107
Cl -1.1058 0.2413 0.3270 2.205 -0.243 1.178
Cl -4.4569 2.5175 -4.1388 0.086 -0.378 0.383
Cl 0.8695 -4.5754 0.6940 -0.005 0.112 0.242
Cl -2.1817 -5.1711 1.9930 0.004 0.037 -0.203
O -0.8666 -0.6572 -0.7560 -0.347 -0.051 -0.304
O -2.4464 1.9746 3.0051 0.388 0.352 1.718
O -0.5828 -1.3405 -4.1947 0.490 -0.100 0.262
O 0.4833 0.2348 -3.2208 0.111 -0.410 -0.263
O -1.3756 1.5791 -0.1343 -0.600 1.847 -0.848
O 0.0355 0.2764 1.2107 -1.192 -0.334 -0.672
O -2.3264 -0.1141 1.0183 -1.282 -0.461 0.793
N 0.3663 -0.9348 -3.5084 -0.576 1.118 0.317
C -3.1521 0.1319 -3.6008 -0.203 -0.055 0.404
C 1.9997 1.2548 4.0089 0.084 0.546 -0.570
C 1.3170 -1.9041 -2.9270 -0.227 -0.972 0.475
C 2.4642 2.6807 -1.5185 0.100 -0.179 0.517
C 2.5762 2.1853 -0.0784 -0.284 0.487 -0.634
C -3.8327 1.3474 -2.9692 0.144 0.447 -0.131
C -1.5501 -3.5996 1.4619 1.134 0.289 0.146
C -0.0463 -3.4477 1.7612 -0.490 -0.101 -0.330
C 2.8654 0.6360 5.0777 -0.069 -0.311 0.343
H -3.1177 1.8282 -2.3012 0.192 0.044 -0.245
H 0.2985 -2.4584 1.4701 -0.162 0.114 0.107
H 0.7108 -2.6111 -2.3555 -0.055 -0.056 -0.256
H 1.6341 2.3623 0.4348 0.079 0.090 0.154
H 0.2227 -3.6331 2.7958 -0.024 -0.193 -0.006
H -2.2952 0.3994 -4.2562 0.112 0.194 -0.254
H 2.8216 1.2217 5.9943 0.299 0.365 -0.228
H 2.7334 1.1078 -0.0919 0.493 0.056 0.231
H 3.4448 2.7322 -1.9831 -0.019 -0.109 -0.074
H -2.1448 -2.8388 1.9589 0.133 0.126 0.037
H 1.8072 2.0134 -2.0737 -0.020 0.134 -0.077
H 1.8406 0.6925 3.0905 0.129 -0.551 0.331
H -1.6030 -3.4744 0.3829 -0.583 -0.273 -0.042
H -2.6922 -0.4489 -2.7960 -0.336 -0.637 -0.316
H -4.6377 0.9431 -2.3548 -0.236 0.162 -0.168
H 1.9735 -1.4305 -2.2063 0.033 0.463 -0.369
H 1.8435 -2.4348 -3.7151 -0.050 0.142 -0.101
H 2.5108 -0.3411 5.4031 0.068 -0.164 -0.449
H 2.4054 2.2007 3.6492 0.079 0.094 0.388
```
Positions in Å, forces in eV/Å.

## Properties
- HOMO (alpha / beta) (eV) = -12.3 / -12.3
- 2S+1 = 4
- charge = +1
- expectation value of S² = 3.790



| no. | F_max (eV/Å) |
| --- | --- |
| 1 | 7.3 |
| 2 | 1.6 |
| 3 | 2.5 |